1.
A 13-piece molecular cluster, C23H72O20 overall, computed with wB97M-V/def2-TZVPD.

multiplicity	2
E_LUMO (spin up / spin down)	1.885 / 1.881	eV
energy relative to the best compared isomer or geometry (same formula, charge and spin)	0.0	kJ/mol
E	-65963.03445	eV
gap between HOMO and LUMO (spin up / spin down)	2.02 / 9.22	eV
total charge	-1

Positions of all 115 atoms, in Å:
C  1.82983  3.79062  3.95032
O  3.00513  3.07363  4.41567
H  1.02090  3.56005  4.64355
H  2.00108  4.86602  3.99812
H  1.61145  3.50992  2.91997
H  3.71162  3.11180  3.76682
C  4.06168  -1.93606  -0.96080
O  2.69376  -1.62906  -1.14489
H  4.59267  -2.03983  -1.90705
H  4.58218  -1.17606  -0.37807
H  4.17684  -2.92995  -0.52833
H  2.22750  -2.46300  -1.05131
C  0.00533  4.22122  -0.26107
O  -1.30536  3.69572  -0.20536
H  0.20155  4.68255  0.70680
H  0.83450  3.51426  -0.28920
H  0.20936  5.00003  -0.99586
H  -1.56527  3.50516  -1.10965
C  0.47624  0.74580  0.88309
C  -0.65461  0.20144  0.01219
O  -0.42629  -1.10731  -0.52416
O  1.63782  0.86657  0.09997
H  0.65060  0.12040  1.75862
H  0.21232  1.74830  1.21992
H  -0.86381  0.78444  -0.88472
H  -1.59804  0.08208  0.54491
H  -0.61439  -1.65932  0.23841
H  1.85385  -0.02319  -0.18857
C  -1.82961  -0.81335  -3.98460
C  -3.20065  -1.20055  -3.40188
O  -3.75637  -0.02824  -2.78106
O  -1.81877  0.35323  -4.86762
H  -1.57643  -1.68182  -4.59268
H  -1.12832  -0.71066  -3.15650
H  -3.07903  -1.96057  -2.63008
H  -3.84761  -1.56330  -4.20060
H  -4.67700  -0.23741  -2.60703
H  -0.94001  0.73960  -4.87758
C  4.66695  0.83252  1.84581
C  4.71210  2.01672  0.81694
O  3.53012  2.79287  0.66388
O  5.03630  1.26770  3.18117
H  5.23328  -0.04380  1.53049
H  3.61252  0.55632  1.84269
H  4.97813  1.53182  -0.12231
H  5.53313  2.70844  1.00547
H  2.84672  2.13414  0.52022
H  4.79576  0.63139  3.85856
C  -3.08456  3.51899  -3.24392
C  -3.26583  3.32870  -4.76825
O  -4.06222  2.21174  -4.93597
O  -2.30805  2.57621  -2.65546
H  -4.05046  3.56025  -2.74050
H  -2.66289  4.49913  -3.02115
H  -2.31622  3.21666  -5.29151
H  -3.69690  4.25160  -5.15622
H  -3.52887  1.42386  -4.80802
H  -2.66343  1.69064  -2.76066
C  0.93974  2.08081  -3.61709
C  2.33156  1.82977  -3.04907
O  3.34964  2.44653  -3.79072
O  0.82739  1.53061  -4.87082
H  0.70104  3.14332  -3.66392
H  0.21400  1.55168  -2.99950
H  2.58031  0.77002  -2.99297
H  2.46778  2.09178  -1.99983
H  3.17109  2.27422  -4.71810
H  1.58651  1.82765  -5.37787
C  0.89528  -4.91665  -1.02732
C  0.30586  -4.13108  -2.23924
O  -0.96596  -3.58832  -1.94470
O  1.57698  -4.00945  -0.21240
H  1.69938  -5.57175  -1.36251
H  0.17720  -5.56647  -0.52713
H  0.12048  -4.78973  -3.08772
H  0.95685  -3.35807  -2.64760
H  -0.80476  -2.72059  -1.56699
H  1.50346  -4.37579  0.67190
C  -2.27591  -2.96759  1.78890
C  -2.52010  -4.30022  1.04743
O  -1.85612  -5.36084  1.61746
O  -0.94577  -2.42851  1.67109
H  -2.42658  -3.06129  2.86437
H  -2.97961  -2.19501  1.47904
H  -2.14390  -4.23074  0.02677
H  -3.57692  -4.56300  1.00082
H  -2.50534  -5.86511  2.11327
H  -0.35050  -2.92139  2.24058
C  -4.96635  0.77901  0.99421
C  -4.75772  2.09398  0.26257
O  -5.71577  3.00491  0.70653
H  -4.91903  0.91334  2.07486
H  -4.11337  0.15357  0.73085
H  -5.87672  0.24379  0.72425
H  -4.79434  1.99798  -0.82257
H  -3.75723  2.51680  0.35390
H  -5.89921  3.61899  -0.00821
C  -1.17651  0.32273  5.77479
C  -0.52818  -0.44035  4.57745
O  -0.06572  -1.74895  5.02740
H  -1.40104  1.31759  5.39015
H  -0.49304  0.48906  6.60743
H  -2.09120  -0.13744  6.14855
H  0.38196  0.07662  4.27334
H  -1.21640  -0.46863  3.73267
H  0.57396  -2.09431  4.40039
C  3.91485  -2.81581  3.05062
C  2.42323  -2.40457  2.80589
O  1.53116  -3.18666  3.55971
H  4.19000  -3.84655  2.82708
H  4.17184  -2.62528  4.09261
H  4.52128  -2.14400  2.44314
H  2.13388  -2.51290  1.76060
H  2.31080  -1.33818  3.00155
H  1.54570  -4.10866  3.29270


2.
An isolated ion of composition HNO5S and charge -2, computed with wB97M-V/def2-TZVPD.

multiplicity	1
E_LUMO (spin up / spin down)	6.902 / 6.902	eV
energy relative to the best compared isomer or geometry (same formula, charge and spin)	242.5	kJ/mol
E	-22573.88147	eV
gap between HOMO and LUMO (spin up / spin down)	4.99 / 4.99	eV
total charge	-2
SMILES	O=S(=O)([O-])ON[O-]

Positions of all 8 atoms, in Å:
O  0.63765  -1.45123  0.70491
S  1.13469  -0.24380  -0.02954
O  2.08516  -0.81937  -1.03883
O  1.82845  0.73467  0.82570
O  -0.40160  0.33942  -0.98896
N  -1.65546  0.22983  -0.20985
O  -2.18573  1.40087  0.09429
H  -1.44317  -0.19040  0.64228


3.
A single C4H3N molecule, computed with wB97M-V/def2-TZVPD.

multiplicity	1
E_LUMO	-1.380	eV
energy relative to the best compared isomer or geometry (same formula, charge and spin)	294.6	kJ/mol
E	-5681.45484	eV
gap between HOMO and LUMO	7.56	eV

Positions of all 8 atoms, in Å:
C  1.74656  0.75137  -0.17959
C  0.66626  -0.06472  -0.25597
C  -0.59292  -0.40319  -0.60085
C  -1.73693  0.40952  -0.38516
N  -2.70478  1.00610  -0.15678
H  2.32554  0.78089  0.75027
H  1.32465  -0.96098  -0.13680
H  -0.76651  -1.41184  -0.95299


4.
A single C16H26O molecule, computed with wB97M-V/def2-TZVPD.

multiplicity	1
E_LUMO	0.736	eV
energy relative to the best compared isomer or geometry (same formula, charge and spin)	188.5	kJ/mol
E	-19058.89555	eV
gap between HOMO and LUMO	9.36	eV
SMILES	CC1=C(CC=O)[C@]2(C)CCCC(C)(C)[C@H]2CC1

Positions of all 43 atoms, in Å:
C  2.39207  -2.25341  -2.12212
C  1.27434  -1.52475  -1.49801
C  1.49295  -0.43988  -0.61058
C  2.99800  -0.20356  -0.09279
C  3.78882  0.79764  -0.87449
O  4.70351  1.49741  -0.35549
C  0.46674  0.38082  0.16267
C  0.35525  1.71100  -0.63541
C  0.79161  0.90875  1.56443
C  -0.41050  1.53797  2.20690
C  -1.60916  0.75055  2.37265
C  -2.08401  0.12291  0.96588
C  -3.02341  -1.00306  1.34466
C  -2.86945  1.22603  0.22063
C  -0.90780  -0.44201  0.09177
C  -1.20099  -0.82814  -1.40784
C  -0.19942  -1.82160  -1.88804
H  2.03074  -2.63554  -3.05468
H  2.77466  -2.97561  -1.41672
H  3.26385  -1.67739  -2.34665
H  2.95643  0.19089  0.91423
H  3.56584  -1.16162  -0.17114
H  3.46580  0.96959  -1.88594
H  0.20071  1.50726  -1.75620
H  -0.22885  2.49930  -0.35954
H  1.42752  2.12645  -0.58888
H  1.65160  1.68675  1.53407
H  1.16913  0.11302  2.22218
H  -0.23556  1.72297  3.22851
H  -0.46273  2.60288  1.77371
H  -1.44297  -0.08831  3.02190
H  -2.42860  1.40608  2.74735
H  -3.93807  -0.68020  1.81548
H  -2.58495  -1.76257  2.04637
H  -3.20691  -1.48738  0.32754
H  -2.30200  2.25768  0.09775
H  -3.74132  1.46145  0.75531
H  -3.20856  0.91690  -0.75670
H  -0.71861  -1.39070  0.61534
H  -1.11493  0.00968  -2.09503
H  -2.19842  -1.34526  -1.48925
H  -0.51673  -2.82360  -1.66444
H  -0.13564  -1.85939  -2.95939


5.
A 2-piece molecular cluster, C2H3NOS overall, computed with wB97M-V/def2-TZVPD.

multiplicity	1
E_LUMO	0.748	eV
energy relative to the best compared isomer or geometry (same formula, charge and spin)	78.2	kJ/mol
E	-16494.38786	eV
gap between HOMO and LUMO	10.81	eV
SMILES	O=C=S.C=N

Positions of all 8 atoms, in Å:
O  -0.95114  1.46499  -0.83103
C  -1.19771  1.42137  0.29892
S  -1.83445  1.43427  1.71059
C  1.02809  -0.85022  -0.49059
N  0.36766  -0.38478  0.43881
H  0.99663  -1.77250  -1.07837
H  1.99700  -0.36944  -0.74192
H  -0.40608  -0.94369  0.69357


6.
C6H8OS as an isolated structure, computed with wB97M-V/def2-TZVPD.

multiplicity	1
E_LUMO	-0.269	eV
energy relative to the best compared isomer or geometry (same formula, charge and spin)	436.4	kJ/mol
E	-19229.74052	eV
gap between HOMO and LUMO	7.71	eV

Positions of all 16 atoms, in Å:
C  -0.20883  -2.33360  0.02237
C  0.12681  -0.77283  0.01425
C  -0.42508  0.40823  -0.41014
C  0.43246  1.52884  0.05643
C  1.58739  0.86083  0.71113
C  -1.68613  0.57348  -0.82907
H  -0.60819  -2.41926  -0.94380
H  -0.96125  -2.69622  0.66807
H  1.01599  -2.68046  0.22694
H  -0.45400  1.98203  0.72405
H  0.70784  2.29592  -0.82484
H  1.58397  1.28693  1.72793
H  2.62883  1.08893  0.33759
H  -2.12624  1.80935  -0.33085
O  1.23009  -0.53477  0.59217
S  -2.84364  -0.39739  -1.74224